--- one ---
Here is 2 unconnected molecules or ions with the total composition C5H11O3 from OMol25. Energies are from ωB97M-V/def2-TZVPD.

Positions of all 19 atoms, in Å:
C 0.456 0.761 -1.784
C -0.920 0.073 -1.853
C 0.555 2.126 -1.032
O 1.412 -0.143 -1.300
H 0.866 0.907 -2.801
H -1.520 0.231 -2.724
H 0.953 1.855 -0.042
H 1.257 2.816 -1.457
H -0.457 2.399 -0.741
H 1.511 -0.269 -0.336
H -1.398 0.175 -0.877
H -0.628 -0.989 -1.808
C -0.855 -1.446 2.825
C 0.371 -1.302 1.837
O 0.574 -0.162 1.368
O 0.928 -2.380 1.527
H -0.344 -1.745 3.754
H -1.345 -2.382 2.554
H -1.416 -0.526 2.890

The LUMO energy is 3.9 eV. The charge is -1.



--- two ---
Here is 2 unconnected molecules or ions with the total composition C5H11O3 from OMol25. Energies are from ωB97M-V/def2-TZVPD.

Positions of all 19 atoms, in Å:
C 0.202 1.686 -0.587
O -1.105 1.576 -1.131
C 1.208 0.782 -1.298
C 2.554 0.795 -0.592
H 0.529 2.722 -0.756
H 0.189 1.441 0.477
H -1.432 0.718 -0.764
H 0.785 -0.225 -1.251
H 1.286 1.062 -2.352
H 2.433 0.396 0.419
H 3.301 0.183 -1.099
H 2.936 1.816 -0.469
O -1.687 -0.885 -0.191
C -1.285 -1.350 0.915
O -0.192 -1.097 1.459
C -2.245 -2.260 1.666
H -1.690 -2.931 2.318
H -2.902 -1.608 2.248
H -2.885 -2.825 0.988

The LUMO energy is 4.1 eV. The charge is -1.



Energy ordering: two at the bottom, the next structure 0.874 eV above.



--- one ---
Here is a gas-phase ion, C5H12NO (charge -2) from OMol25. Energies are from ωB97M-V/def2-TZVPD.

Positions of all 19 atoms, in Å:
C 0.237 -1.519 -2.365
C -0.012 -1.259 -0.891
N 0.500 0.209 -0.535
C -1.047 0.029 1.585
C 0.334 0.425 0.916
C 0.505 2.075 1.230
O -0.102 2.617 0.211
H 1.323 -1.419 -2.602
H -0.320 -0.851 -3.130
H -0.031 -2.463 -2.621
H 0.463 -2.014 -0.283
H -1.113 -1.424 -0.735
H 0.234 0.959 -1.186
H -0.799 0.372 2.658
H -1.872 0.712 1.115
H -1.172 -1.050 1.472
H 1.126 -0.045 1.537
H 0.083 2.331 2.196
H 1.664 2.314 1.428

The LUMO energy (spin up / spin down) is 6.9 / 6.8 eV. The charge is -2. As for the spin multiplicity: 2.



--- two ---
Here is 2 unconnected molecules or ions with the total composition C5H12NO from OMol25. Energies are from ωB97M-V/def2-TZVPD.

Positions of all 19 atoms, in Å:
C -0.325 -0.896 -0.858
N -2.092 -1.855 -0.769
C -0.993 -1.867 0.146
O 2.612 0.901 -0.978
C -0.752 0.599 -0.721
C -0.548 1.141 0.688
C 0.844 0.821 1.319
H -0.282 -1.197 -1.893
H 0.777 -0.830 -0.587
H 2.607 0.445 -1.825
H -1.131 -1.482 1.187
H -0.470 -2.856 0.192
H -0.138 1.168 -1.419
H -1.820 0.619 -0.968
H -1.301 0.802 1.408
H -0.596 2.252 0.670
H 1.659 0.811 0.534
H 1.095 1.588 2.076
H 0.853 -0.164 1.799

The LUMO energy (spin up / spin down) is 7.2 / 7.2 eV. The charge is -2. As for the spin multiplicity: 2.



Energy ordering: one at the bottom, the next structure 1.084 eV above.



--- one ---
Here is a single C3H5ClN2S molecule from OMol25. Energies are from ωB97M-V/def2-TZVPD.

Positions of all 12 atoms, in Å:
C 0.628 -1.287 0.040
C -0.512 0.849 -0.461
C 0.271 1.276 -1.406
H -0.212 0.154 2.393
H -0.780 -1.334 1.897
H 0.942 -1.155 -0.998
H -1.568 1.196 -0.312
H 1.245 0.845 -1.692
N -0.843 -0.238 1.659
N -0.095 -0.215 0.412
S 1.107 -2.560 1.027
Cl -0.182 2.467 -2.558

The LUMO energy is 0.1 eV. The charge is 0. The SMILES is NN(C=S)/C=C/Cl.



--- two ---
Here is 2 unconnected molecules or ions with the total composition C3H5ClN2S from OMol25. Energies are from ωB97M-V/def2-TZVPD.

Positions of all 12 atoms, in Å:
C 1.452 -0.624 0.415
C -3.185 0.244 -0.096
C 2.276 0.617 0.205
N 0.549 -1.059 -0.332
N -0.356 -1.366 -0.942
S -2.839 1.759 -0.455
Cl -4.490 -0.371 0.654
H 1.702 -1.372 1.150
H -2.619 -0.460 -0.748
H 2.730 1.059 1.121
H 1.624 1.246 -0.510
H 3.156 0.326 -0.463

The LUMO energy is -0.4 eV. The charge is 0.



Energy ordering: one at the bottom, the next structure 1.418 eV above.



--- one ---
Here is 2 unconnected molecules or ions with the total composition C3HClF2 from OMol25. Energies are from ωB97M-V/def2-TZVPD.

Positions of all 7 atoms, in Å:
C -0.206 -0.053 0.150
C -1.357 -0.288 0.724
C -1.365 1.142 0.667
F -1.016 2.052 1.599
F -2.089 1.849 -0.209
Cl -2.955 -2.339 2.016
H 0.608 -0.291 -0.505

The LUMO energy (spin up / spin down) is -2.1 / -2.9 eV. The charge is 0.



--- two ---
Here is 2 unconnected molecules or ions with the total composition C3HClF2 from OMol25. Energies are from ωB97M-V/def2-TZVPD.

Positions of all 7 atoms, in Å:
C 0.492 -0.007 0.208
C 1.805 0.064 0.112
C 1.153 -1.249 0.276
F 1.251 -2.206 1.241
F 1.161 -2.647 -1.183
Cl 3.124 0.996 -0.433
H -0.338 0.702 0.230

The LUMO energy is -0.5 eV. The charge is 0.



Energy ordering: two at the bottom, the next structure 1.215 eV above.



--- one ---
Here is a single C6H7Cl2NS molecule from OMol25. Energies are from ωB97M-V/def2-TZVPD.

Positions of all 17 atoms, in Å:
C 0.679 0.209 1.362
C 2.075 -0.131 1.032
C -0.417 0.145 0.610
C 2.700 0.347 -0.054
C 0.050 -1.141 -1.419
C -0.433 -0.029 -0.873
N -0.982 0.928 -1.588
S 0.782 -2.577 -0.621
Cl 4.320 -0.053 -0.407
Cl 2.125 1.567 -1.100
H 0.510 0.099 2.456
H 2.635 -0.961 1.674
H -1.267 0.637 1.145
H 0.193 -1.311 -2.435
H -0.383 1.164 -2.366
H -1.360 1.751 -1.221
H 0.231 -2.601 0.600

The LUMO energy is 0.3 eV. The charge is 0. The SMILES is NC(/C=C\C=C(Cl)Cl)=C/S.



--- two ---
Here is a molecular structure, C6H7Cl2NS from OMol25. Energies are from ωB97M-V/def2-TZVPD.

Positions of all 17 atoms, in Å:
C 2.882 -1.489 -2.824
C 1.524 -1.460 -2.665
C 1.170 -0.669 -0.827
C -2.130 1.196 0.560
C -0.445 0.218 2.181
C -0.715 0.691 0.764
N 4.009 -1.291 -3.005
S -0.449 -0.733 -0.400
Cl 0.457 -2.703 -3.017
Cl 2.262 0.501 -0.375
H -2.854 0.419 0.791
H -2.311 2.046 1.214
H -2.279 1.514 -0.470
H -0.527 1.057 2.870
H 0.556 -0.198 2.264
H -1.164 -0.543 2.475
H 0.014 1.444 0.464

The LUMO energy (spin up / spin down) is -0.7 / -1.3 eV. The charge is 0.



Energy ordering: one at the bottom, the next structure 2.062 eV above.



--- one ---
Here is a single C2H4ClOP molecule from OMol25. Energies are from ωB97M-V/def2-TZVPD.

Positions of all 9 atoms, in Å:
C -0.787 0.672 -0.044
C -0.204 -0.781 0.141
O 0.337 1.413 -0.434
P 1.509 -0.021 0.605
Cl 2.974 -0.581 -0.536
H -1.553 0.817 -0.785
H -1.131 1.202 0.869
H -0.846 -1.340 0.892
H -0.300 -1.381 -0.708

The LUMO energy is -0.3 eV. The charge is 0. The SMILES is ClP1CCO1.



--- two ---
Here is a single C2H4ClOP molecule from OMol25. Energies are from ωB97M-V/def2-TZVPD.

Positions of all 9 atoms, in Å:
C 0.597 -1.149 -0.139
C -0.987 1.112 0.327
O 1.771 1.339 0.040
P 0.543 0.677 -0.351
Cl -2.371 0.153 -0.217
H 0.804 -1.169 0.910
H -0.471 -1.353 -0.103
H 1.258 -1.729 -0.708
H -1.143 2.119 0.240

The LUMO energy is -1.2 eV. The charge is 0.



Energy ordering: one at the bottom, the next structure 0.058 eV above.